[1]
{
  "formula": "C4H5N3",
  "method": "ωB97M-V/def2-TZVPD",
  "homo_ev": -9.122,
  "relative_energy_kj_mol": 397.7,
  "gap_ev": 9.46,
  "total_energy_ha": -319.56073,
  "mol_weight_g_mol": 95.1,
  "total_charge": 0,
  "elements": ["C", "C", "N", "C", "N", "C", "N", "H", "H", "H", "H", "H"],
  "xyz": [[0.8578, 0.1546, -0.5620], [-0.2730, -0.4252, 0.4246], [-0.2698, 0.9694, -0.9863], [-0.9543, -1.5595, 0.2003], [2.0355, 0.5046, -0.3358], [-0.1828, 0.1173, 1.7377], [-0.0720, 0.4986, 2.8161], [-0.1028, 1.9379, -1.2427], [-1.0796, 0.6168, -1.4754], [2.3443, 1.3486, -0.8183], [-1.3419, -2.1444, 1.0183], [-0.9615, -2.0187, -0.7765]],
  "forces_ev_per_angstrom": [[-5.2212, 2.2204, 2.2735], [3.2893, -3.7717, 0.1405], [1.3970, 2.3730, -2.2518], [0.4515, 0.1924, 0.1200], [0.1765, -0.8061, -0.1755], [0.1517, 0.0154, 0.4322], [-0.1045, 0.1411, -0.0642], [0.2596, 0.0761, -0.3363], [0.3150, -0.5459, 0.1350], [-0.1551, -0.1684, -0.2703], [-0.8448, 0.4121, 0.0492], [0.2848, -0.1385, -0.0523]],
  "mulliken_charge": [0.296, 0.619, -0.498, -0.906, -0.557, 0.129, -0.414, 0.207, 0.240, 0.260, 0.321, 0.304]
}

=====

[2]
{
  "formula": "C4H5N3",
  "method": "ωB97M-V/def2-TZVPD",
  "homo_ev": -9.943,
  "relative_energy_kj_mol": 278.7,
  "gap_ev": 10.49,
  "total_energy_ha": -319.60606,
  "smiles": "CNC1=N[C@H]1C#N",
  "mol_weight_g_mol": 95.1,
  "total_charge": 0,
  "elements": ["C", "N", "C", "N", "C", "C", "N", "H", "H", "H", "H", "H"],
  "xyz": [[-1.9449, -0.0120, -0.0573], [-0.7209, 0.4402, -0.7096], [0.4609, -0.1689, -0.4958], [1.4856, -0.6172, -1.0724], [1.4963, -0.5261, 0.4540], [2.3944, 0.4875, 0.9867], [3.1320, 1.2985, 1.3581], [-1.7896, -0.9930, 0.3994], [-2.7266, -0.1261, -0.8148], [-2.2921, 0.6900, 0.7055], [-0.8222, 0.8397, -1.6271], [1.4460, -1.4419, 1.0377]],
  "forces_ev_per_angstrom": [[-0.1644, -0.0533, 0.1547], [0.1685, 0.0249, -0.0860], [0.2756, -0.0916, -0.2508], [-0.4117, 0.3053, 0.0690], [0.1125, -0.1271, 0.2892], [0.6003, 0.6909, 0.3590], [-0.7491, -0.7734, -0.2793], [-0.0322, 0.1764, -0.0161], [0.1194, 0.0250, 0.1730], [0.0759, -0.0689, -0.0813], [-0.0234, -0.1748, -0.1772], [0.0287, 0.0665, -0.1542]],
  "mulliken_charge": [-0.771, -0.167, 0.184, -0.528, 0.010, 0.171, -0.393, 0.286, 0.299, 0.273, 0.274, 0.362]
}

=====

[3]
{
  "formula": "C4H5N3",
  "method": "ωB97M-V/def2-TZVPD",
  "homo_ev": -9.698,
  "relative_energy_kj_mol": 128.5,
  "gap_ev": 10.45,
  "total_energy_ha": -319.66328,
  "smiles": "N#C[C@H]1CN=CN1",
  "mol_weight_g_mol": 95.1,
  "total_charge": 0,
  "elements": ["N", "C", "C", "C", "N", "C", "N", "H", "H", "H", "H", "H"],
  "xyz": [[2.6489, -1.0077, 0.8570], [1.7750, -0.5342, 0.2658], [0.6211, -0.0284, -0.4935], [-0.6370, -0.9785, -0.3213], [-1.6822, -0.1550, 0.2660], [-1.2098, 1.0100, 0.4343], [0.1050, 1.2633, -0.0064], [0.9356, 0.0642, -1.5425], [-0.9879, -1.3690, -1.2818], [-0.4473, -1.8389, 0.3341], [-1.8281, 1.8092, 0.8478], [0.7067, 1.7649, 0.6405]],
  "forces_ev_per_angstrom": [[-0.7474, 0.5390, -0.5262], [0.5913, -0.4365, 0.5203], [-0.2210, -0.2650, -0.0398], [0.1220, -0.1448, -0.1404], [0.1493, 0.4556, -0.0161], [-0.1643, -0.1900, 0.0251], [-0.1466, -0.1327, 0.2781], [-0.1553, -0.0776, 0.2689], [0.2049, 0.1031, 0.0836], [0.1340, 0.2292, -0.1924], [0.4239, -0.0577, -0.0488], [-0.1905, -0.0226, -0.2125]],
  "mulliken_charge": [-0.411, 0.033, 0.374, -0.549, -0.488, -0.065, -0.395, 0.225, 0.278, 0.322, 0.382, 0.294]
}

=====

[4]
{
  "formula": "C4H5N3",
  "method": "ωB97M-V/def2-TZVPD",
  "homo_ev": -8.418,
  "relative_energy_kj_mol": 420.0,
  "gap_ev": 8.16,
  "total_energy_ha": -319.55224,
  "smiles": "[H]/N=N/c1ccc[nH]1",
  "mol_weight_g_mol": 95.1,
  "total_charge": 0,
  "elements": ["H", "N", "N", "C", "C", "C", "C", "N", "H", "H", "H", "H"],
  "xyz": [[3.0718, 1.2185, 0.4809], [2.3576, 0.5983, 0.6514], [1.4875, 0.9278, -0.3046], [0.3072, 0.1421, -0.1720], [-0.0545, -0.9898, 0.6549], [-1.4408, -1.3293, 0.3024], [-1.9179, -0.1949, -0.3486], [-0.9010, 0.6548, -0.7521], [0.9075, -1.4875, 0.9797], [-2.0637, -2.1024, 0.7084], [-2.9862, -0.4537, -0.8241], [-0.9024, 1.7907, -1.1279]],
  "forces_ev_per_angstrom": [[2.6085, 1.7731, -0.4750], [-4.9857, -0.4054, -2.9964], [1.2654, -2.1177, 3.8907], [-2.3366, 0.1491, 1.1508], [1.9629, 0.6117, -3.1572], [2.5820, 2.6712, 1.5134], [-2.4095, -2.1459, -2.0117], [1.2048, 2.5690, -0.3459], [-1.9168, -0.0936, 0.3118], [0.0190, -0.2477, -0.1272], [2.3991, 2.0567, 0.8021], [-0.3931, -4.8204, 1.4446]],
  "mulliken_charge": [0.249, -0.471, -0.210, 0.302, -0.283, -0.461, -0.265, -0.209, 0.347, 0.392, 0.242, 0.367]
}

=====

[5]
{
  "formula": "C4H5N3",
  "method": "ωB97M-V/def2-TZVPD",
  "homo_ev": -8.143,
  "relative_energy_kj_mol": 337.5,
  "gap_ev": 8.01,
  "total_energy_ha": -319.58365,
  "mol_weight_g_mol": 95.1,
  "total_charge": 0,
  "elements": ["C", "N", "C", "C", "N", "C", "N", "H", "H", "H", "H", "H"],
  "xyz": [[0.7532, -1.1748, -0.7586], [0.3339, 0.2435, -0.5908], [-0.3693, 0.6436, 0.6850], [-0.8056, 1.9728, 0.6325], [-1.1552, 3.0825, 0.5444], [-0.9236, -0.3686, 1.4513], [-1.3542, -1.2533, 2.0746], [1.5898, -1.3498, -0.0857], [1.0676, -1.3499, -1.7914], [-0.0678, -1.8463, -0.4975], [-0.1665, 0.5788, -1.4308], [1.0975, 0.8214, -0.2329]],
  "forces_ev_per_angstrom": [[0.0693, -0.0626, 0.1850], [0.1250, 0.2557, 0.4863], [-0.8858, -0.1386, 0.2350], [-0.4594, 0.7916, 0.0985], [0.4223, -0.9294, 0.0223], [-0.6827, -0.8426, 0.5399], [0.3515, 0.5253, -0.3883], [-0.0990, -0.1123, 0.0084], [-0.0787, 0.2080, 0.2236], [0.0602, 0.2318, -0.0116], [0.4783, 0.1069, 0.5039], [0.6989, -0.0337, -1.9033]],
  "mulliken_charge": [-0.863, -0.111, -0.270, 0.196, -0.492, 0.236, -0.493, 0.316, 0.330, 0.356, 0.345, 0.449]
}

=====

[6]
{
  "formula": "C4H5N3",
  "method": "ωB97M-V/def2-TZVPD",
  "homo_ev": -9.081,
  "relative_energy_kj_mol": 17.9,
  "gap_ev": 10.01,
  "total_energy_ha": -319.70540,
  "smiles": "Nc1ncccn1",
  "mol_weight_g_mol": 95.1,
  "total_charge": 0,
  "elements": ["N", "C", "N", "C", "C", "C", "N", "H", "H", "H", "H", "H"],
  "xyz": [[2.3282, -0.1954, -0.1012], [0.9515, -0.0723, -0.0506], [0.2320, -1.1897, 0.1262], [-1.0876, -1.0263, 0.2221], [-1.7013, 0.2170, 0.1703], [-0.8491, 1.2995, -0.0157], [0.4668, 1.1744, -0.1446], [2.7798, 0.2207, -0.9008], [2.6738, -1.1156, 0.1120], [-1.6811, -1.9339, 0.3323], [-2.7749, 0.3395, 0.2630], [-1.2377, 2.3169, -0.0468]],
  "forces_ev_per_angstrom": [[0.0090, -0.1447, 0.0097], [-0.0949, 0.0379, 0.0025], [-0.0975, 0.2528, 0.0542], [0.0010, 0.0247, 0.0405], [0.1555, -0.0081, -0.0178], [-0.0258, -0.0021, -0.0401], [-0.1365, -0.2035, -0.0046], [-0.0302, 0.2904, 0.2109], [-0.1699, -0.1866, -0.2070], [0.1503, 0.1250, 0.0422], [0.1848, -0.0393, -0.0087], [0.0541, -0.1463, -0.0818]],
  "mulliken_charge": [-0.443, 0.518, -0.606, -0.025, -0.454, 0.002, -0.608, 0.243, 0.248, 0.382, 0.355, 0.388]
}

=====

Summary of E_LUMO in eV
0.341 0.543 0.749 -0.262 -0.132 0.925
(order as listed above)